## w
Below is an isolated molecule of C3H8ClP, with properties calculated with ωB97M-V with the def2-TZVPD basis set.

```
13
Properties=species:S:1:pos:R:3:lowdin_charge:R:1
C 1.915 -1.206 -0.360 -0.221
P 0.233 0.043 0.313 0.411
C -1.194 -1.041 0.262 -0.324
C -0.425 1.503 -0.666 -0.250
Cl 0.242 0.549 2.272 0.250
H 2.695 -0.408 -0.504 -0.105
H 2.362 -1.554 0.642 -0.071
H -1.172 -1.119 -0.879 0.066
H -1.033 -1.897 0.966 0.065
H -1.934 -0.231 0.624 0.056
H -0.790 1.099 -1.583 0.026
H -1.273 2.019 -0.220 0.044
H 0.373 2.242 -0.868 0.053
```

Summary:
- 2S+1: 1
- Kohn-Sham gap: 8.497 eV
- SMILES: C=P(C)(C)Cl


## x
Below is a cluster of 2 separate species, C3H8ClP in total, with properties calculated with ωB97M-V with the def2-TZVPD basis set.

```
13
Properties=species:S:1:pos:R:3:lowdin_charge:R:1
C -0.918 -0.670 1.373 -0.240
C 0.993 1.068 -0.883 -0.371
C -1.042 -0.731 -0.124 -1.109
P -0.833 0.862 -1.016 0.788
Cl -2.528 -1.487 -0.642 0.534
H -1.686 -0.014 1.784 0.072
H -1.035 -1.658 1.815 0.069
H 0.060 -0.276 1.644 0.065
H 1.322 1.737 -1.677 0.025
H 1.490 0.101 -0.979 0.016
H 1.246 1.522 0.074 0.023
H 0.163 -1.751 -0.575 0.192
H -0.833 0.288 -2.292 -0.063
```

Summary:
- 2S+1: 1
- Kohn-Sham gap: 9.671 eV


Energies relative to the most stable structure are w 19.3; x 0.0, reported in kcal/mol.


## w
Below is a cluster of 4 separate species, CH12N2O3 in total, with properties calculated with ωB97M-V with the def2-TZVPD basis set.

```
18
Properties=species:S:1:pos:R:3:lowdin_charge:R:1
N -1.186 -0.391 -0.096 -0.060
C -1.220 -0.511 1.440 -0.261
N -0.696 -1.873 1.816 -0.015
H -0.349 -0.693 -0.605 0.025
H -2.016 -0.915 -0.480 0.088
H -0.458 0.246 1.775 0.108
H -2.284 -0.279 1.812 0.119
H -0.941 -2.570 1.149 0.039
H 0.290 -1.930 1.859 0.030
O 2.162 1.282 -0.940 -0.040
H 2.001 1.391 -1.863 0.050
H 1.298 1.819 -0.797 0.096
O -0.863 2.285 -0.927 -0.112
H -0.942 1.444 -0.413 -0.018
H -1.796 2.490 -1.081 0.037
O 1.488 -1.143 -0.613 -0.102
H 1.853 -0.209 -0.639 -0.012
H 1.544 -1.275 -1.555 0.031
```

Summary:
- 2S+1: 1
- Kohn-Sham gap: 9.284 eV
- SMILES: NCN.O.O.O


## x
Below is a cluster of 5 separate species, CH12N2O3 in total, with properties calculated with ωB97M-V with the def2-TZVPD basis set.

```
18
Properties=species:S:1:pos:R:3:lowdin_charge:R:1
N 2.780 0.366 0.670 0.102
C 2.537 -0.629 -0.345 -0.384
N 1.383 -1.384 -0.121 0.254
H 3.041 0.011 1.580 0.096
H 1.954 0.968 0.726 0.066
H 3.415 -1.291 -0.462 0.161
H 2.402 -0.116 -1.301 0.134
H -1.370 -1.631 -0.086 0.035
H 1.397 -1.719 0.863 0.093
H 0.204 0.321 -0.315 -0.037
H -1.427 -1.519 0.649 0.040
O 0.232 1.284 -0.295 -0.079
H -0.740 1.474 -0.052 -0.034
H -2.511 2.384 0.625 -0.012
O -2.159 1.527 0.358 -0.271
H -4.446 -0.325 -0.802 0.011
H -3.132 0.472 -0.546 -0.038
O -3.560 -0.193 -1.147 -0.137
```

Summary:
- 2S+1: 1
- Kohn-Sham gap: 3.501 eV


Energies relative to the most stable structure are w 0.0; x 163.9, reported in kcal/mol.


## w
Below is the ion C3H6FO2S with charge -1, with properties calculated with ωB97M-V with the def2-TZVPD basis set.

```
13
Properties=species:S:1:pos:R:3:lowdin_charge:R:1
C -1.413 0.833 -0.781 -0.188
C -0.557 0.016 0.064 -0.394
C 0.871 0.023 -0.210 -0.420
O 3.044 -0.774 1.531 -0.575
O 1.032 -2.230 1.326 -0.585
F 1.115 -0.629 -1.451 -0.090
S 1.579 -0.831 1.499 0.639
H -1.137 1.946 -0.922 0.095
H -2.487 0.784 -0.412 0.070
H -1.642 0.358 -1.822 0.089
H -1.033 -1.028 0.352 0.151
H -0.768 0.523 1.025 0.098
H 1.396 1.008 -0.198 0.111
```

Summary:
- Charge: -1
- 2S+1: 1
- Kohn-Sham gap: 6.847 eV


## x
Below is a structure of composition C3H6FO2S, with properties calculated with ωB97M-V with the def2-TZVPD basis set.

```
13
Properties=species:S:1:pos:R:3:lowdin_charge:R:1
C 0.688 -1.299 0.267 -0.125
C 1.010 1.207 -0.299 -0.059
C 0.168 0.069 0.272 -0.753
O -0.600 0.451 1.302 -0.339
O -2.180 1.267 -0.713 -0.533
F -3.554 -1.090 -0.475 -0.729
S -1.841 0.041 0.041 1.036
H 1.068 -1.652 -0.769 0.099
H 1.687 -1.533 0.785 0.081
H -0.145 -1.869 0.774 0.086
H 2.004 0.792 -0.662 0.077
H 1.165 1.822 0.612 0.078
H 0.529 1.793 -1.136 0.081
```

Summary:
- Charge: -1
- 2S+1: 1
- Kohn-Sham gap: 7.486 eV


Energies relative to the most stable structure are w 0.0; x 26.0, reported in kcal/mol.


## w
Below is a cluster of 2 separate species, CH5NO in total, with properties calculated with ωB97M-V with the def2-TZVPD basis set.

```
8
Properties=species:S:1:pos:R:3:lowdin_charge:R:1
C 0.434 0.505 -1.602 -0.149
O -0.442 1.291 -1.345 -0.030
H 1.343 0.472 -0.998 0.073
H 0.273 -0.171 -2.458 0.081
N -0.275 -0.639 1.438 0.024
H 0.341 -0.568 2.229 0.004
H -1.119 -1.164 1.606 0.008
H -0.555 0.273 1.130 -0.012
```

Summary:
- 2S+1: 1
- Kohn-Sham gap: 11.057 eV
- SMILES: C=O.N


## x
Below is an isolated molecule of CH5NO, with properties calculated with ωB97M-V with the def2-TZVPD basis set.

```
8
Properties=species:S:1:pos:R:3:lowdin_charge:R:1
N 0.067 -0.234 -1.008 0.005
C -0.176 0.327 0.305 -0.385
O 0.153 -0.545 1.327 -0.029
H 0.037 -1.219 -1.175 0.062
H -0.161 0.360 -1.778 0.056
H 0.266 1.321 0.425 0.113
H -1.252 0.516 0.352 0.105
H 1.066 -0.527 1.552 0.072
```

Summary:
- 2S+1: 1
- Kohn-Sham gap: 9.848 eV
- SMILES: NCO


Energies relative to the most stable structure are w 4.9; x 0.0, reported in kcal/mol.


## w
Below is a cluster of 2 separate species, C2H8NO in total, with properties calculated with ωB97M-V with the def2-TZVPD basis set.

```
12
Properties=species:S:1:pos:R:3:lowdin_charge:R:1
O -1.213 1.245 1.456 -0.048
H -0.646 -0.494 0.584 0.137
H -1.255 1.974 2.093 0.075
H -1.664 1.659 0.707 0.059
C -0.015 -0.316 -1.457 0.019
C 1.261 -0.854 0.516 0.175
N 0.140 -0.692 -0.039 0.006
H -0.643 -1.043 -1.948 0.109
H -0.483 0.657 -1.507 0.101
H 0.965 -0.225 -1.911 0.105
H 1.377 -1.108 1.567 0.135
H 2.177 -0.804 -0.061 0.127
```

Summary:
- Charge: +1
- 2S+1: 1
- Kohn-Sham gap: 11.264 eV


## x
Below is a cluster of 2 separate species, C2H8NO in total, with properties calculated with ωB97M-V with the def2-TZVPD basis set.

```
12
Properties=species:S:1:pos:R:3:lowdin_charge:R:1
C 0.083 0.318 -1.237 -0.140
C -1.022 0.343 -0.529 0.078
N 1.380 0.579 -0.602 0.209
H 0.085 0.120 -2.284 0.119
H -1.999 0.094 -0.917 0.096
H -0.994 0.494 0.537 0.054
H 1.629 1.558 -0.787 0.183
H 1.334 0.551 0.417 0.168
H 2.133 -0.024 -0.932 0.180
H -1.473 -0.897 2.319 0.054
H -0.561 -2.049 2.031 0.059
O -0.593 -1.087 1.984 -0.060
```

Summary:
- Charge: +1
- 2S+1: 1
- Kohn-Sham gap: 11.562 eV


## y
Below is a cluster of 2 separate species, C2H8NO in total, with properties calculated with ωB97M-V with the def2-TZVPD basis set.

```
12
Properties=species:S:1:pos:R:3:lowdin_charge:R:1
C 0.707 1.113 0.251 -0.033
C -0.324 0.061 -0.116 -0.428
N 0.181 -1.398 0.031 0.218
O -1.593 0.161 0.317 0.030
H 1.006 1.175 1.364 0.140
H 1.534 0.879 -0.352 0.061
H 0.305 2.039 -0.132 0.094
H -0.286 -0.177 -1.993 0.222
H 0.541 -1.538 1.003 0.192
H 0.774 -1.562 -0.804 0.163
H -0.719 -1.792 0.072 0.129
H -2.128 1.039 0.359 0.213
```

Summary:
- Charge: +1
- 2S+1: 1
- Kohn-Sham gap: 9.771 eV


Energies relative to the most stable structure are w 0.0; x 5.9; y 73.7, reported in kcal/mol.


## w
Below is a cluster of 2 separate species, C2H8NO in total, with properties calculated with ωB97M-V with the def2-TZVPD basis set.

```
12
Properties=species:S:1:pos:R:3:lowdin_charge:R:1
C -0.288 -1.299 -1.284 -0.021
C -1.038 -0.377 0.847 0.196
N -0.262 -0.353 -0.179 -0.016
H 0.363 -2.154 -1.083 0.112
H -0.083 -0.802 -2.237 0.110
H -1.232 -1.780 -1.530 0.102
H -1.635 -1.284 1.037 0.145
H -0.904 0.549 1.388 0.115
H 0.381 0.459 -0.329 0.122
H 1.754 1.973 1.361 0.097
H 1.696 2.172 -0.056 0.092
O 1.191 1.672 0.619 -0.055
```

Summary:
- Charge: +1
- 2S+1: 1
- Kohn-Sham gap: 11.828 eV


## x
Below is a cluster of 2 separate species, C2H8NO in total, with properties calculated with ωB97M-V with the def2-TZVPD basis set.

```
12
Properties=species:S:1:pos:R:3:lowdin_charge:R:1
C -2.295 -0.283 -0.705 -0.150
O -1.344 -0.598 0.244 -0.085
C 1.152 0.498 0.606 0.204
N 2.530 0.224 -0.029 0.086
H -1.867 -0.097 -1.825 0.148
H -2.893 0.618 -0.481 0.081
H -0.353 -0.252 0.234 0.055
H 0.993 1.607 0.495 0.149
H 1.242 0.090 1.703 0.158
H 3.203 0.807 0.434 0.115
H 2.665 0.301 -1.012 0.087
H -3.088 -1.149 -0.700 0.150
```

Summary:
- Charge: +1
- 2S+1: 1
- Kohn-Sham gap: 5.805 eV


## y
Below is a cluster of 2 separate species, C2H8NO in total, with properties calculated with ωB97M-V with the def2-TZVPD basis set.

```
12
Properties=species:S:1:pos:R:3:lowdin_charge:R:1
N 2.126 1.212 0.588 0.304
H 1.146 0.934 0.280 0.093
H 1.917 1.524 1.534 0.153
H 2.723 0.397 0.675 0.152
H 2.523 1.921 -0.025 0.157
C -1.518 -1.534 0.159 0.055
C -0.936 -0.733 -0.710 -0.206
O -0.359 0.472 -0.253 -0.103
H -1.987 -2.379 -0.357 0.077
H -1.984 -1.455 1.128 0.078
H -0.931 -0.870 -1.780 0.116
H -0.857 1.300 -0.182 0.125
```

Summary:
- Charge: +1
- 2S+1: 1
- Kohn-Sham gap: 9.946 eV


Energies relative to the most stable structure are w 0.0; x 142.6; y 7.7, reported in kcal/mol.